Entry 1:
{"formula": "C4H56NO27S", "method": "ωB97M-V/def2-TZVPD", "charge": -1, "homo_lumo_gap_ev": 3.533, "symbols": ["C", "C", "C", "N", "C", "S", "O", "O", "H", "H", "H", "H", "H", "H", "O", "H", "H", "O", "H", "H", "O", "H", "H", "O", "H", "H", "O", "H", "H", "O", "H", "H", "O", "H", "H", "O", "H", "H", "O", "H", "H", "O", "H", "H", "O", "H", "H", "O", "H", "H", "O", "H", "H", "O", "H", "H", "O", "H", "H", "O", "H", "H", "O", "H", "H", "O", "H", "H", "O", "H", "H", "O", "H", "H", "O", "H", "H", "O", "H", "H", "O", "H", "H", "O", "H", "H", "O", "H", "H"], "positions_angstrom": [[-0.8009, 2.0099, -1.1161], [-1.6346, 1.1564, -0.8729], [-2.7070, 0.2896, -0.5500], [-2.3206, -1.0847, -1.0577], [-3.9848, 0.6225, -1.3586], [-4.6429, 2.2385, -1.1198], [-3.6811, 3.2794, -1.3585], [-5.3317, 2.3105, 0.1482], [0.0149, 2.6876, -1.0690], [-3.1980, -1.5684, -1.2361], [-1.9074, -0.9742, -1.9908], [-3.7979, 0.4066, -2.4226], [-4.7640, -0.0706, -1.0341], [-5.6131, 2.3995, -2.0695], [2.0206, 1.3485, -1.4493], [2.4123, 0.5510, -1.0806], [1.8066, 1.0994, -2.3591], [3.3056, 0.9201, 0.9718], [3.9995, 1.5624, 1.1574], [2.5400, 1.4679, 0.7361], [-1.9483, -3.9817, -0.9788], [-1.2865, -4.3541, -0.3892], [-2.1129, -3.1024, -0.5902], [0.1230, 0.7503, -3.9924], [-0.4533, 1.4489, -3.6512], [0.3681, 1.0519, -4.8719], [1.0053, -1.0737, 2.7477], [1.5007, -0.9231, 3.5600], [1.4324, -0.5127, 2.0953], [-0.9883, -3.0116, 1.6371], [-0.8070, -3.9027, 1.9544], [-0.2201, -2.4931, 1.9052], [0.7719, 3.4463, -4.2321], [1.4158, 3.1733, -3.5608], [0.4978, 4.3265, -3.9484], [-5.2517, -2.1884, -2.6853], [-4.7940, -2.9774, -2.3676], [-5.4595, -2.3874, -3.6046], [-0.5781, -6.0523, 2.8910], [-0.0001, -6.8188, 2.9398], [-1.4540, -6.3937, 3.0966], [3.1042, -1.8982, 1.0167], [3.8289, -2.4157, 1.3770], [3.3680, -0.9815, 1.1802], [4.9952, -1.6167, 3.0189], [4.4499, -1.9767, 3.7286], [5.8437, -1.4336, 3.4335], [2.2691, -1.2768, 5.4534], [2.1449, -0.5784, 6.1117], [2.4033, -2.0802, 5.9638], [0.7133, 4.8140, -0.5399], [1.3987, 5.4499, -0.3156], [-0.0415, 5.3521, -0.8045], [3.1756, -4.1472, -1.2441], [3.0319, -3.4681, -0.5710], [3.3480, -4.9516, -0.7465], [0.8319, 0.8787, 6.4582], [0.0263, 0.6707, 5.9652], [0.5167, 1.2849, 7.2735], [-3.4728, -0.5122, -4.6808], [-3.8196, -1.2392, -4.1481], [-2.7392, -0.8953, -5.1716], [3.3821, 2.3636, -3.6801], [3.7625, 1.5640, -3.3022], [3.1685, 2.1157, -4.5863], [1.6955, 3.3452, 5.2662], [2.6393, 3.3481, 5.4537], [1.3702, 2.5626, 5.7345], [-7.9380, 1.0706, 1.2627], [-8.2102, 1.4053, 0.4041], [-7.1089, 1.5370, 1.4349], [-1.9124, 4.2389, -3.4495], [-2.2891, 3.5697, -2.8529], [-1.2412, 3.7457, -3.9405], [0.7502, -5.1053, -2.3646], [1.5316, -4.5583, -2.1800], [0.0232, -4.4778, -2.4641], [-5.8364, -1.1326, 1.7274], [-5.1207, -0.5232, 1.9412], [-6.6079, -0.5715, 1.5732], [4.4291, 2.2608, 4.0991], [4.9876, 2.8989, 3.6449], [4.2435, 1.5847, 3.4375], [2.2887, -0.7650, -3.3873], [2.9224, -1.4735, -3.2273], [1.4275, -1.1670, -3.2194], [5.9587, 2.7310, 0.5882], [6.8938, 2.5984, 0.7689], [5.9367, 3.1789, -0.2639]], "lowdin_charge": [0.040, -0.208, -0.388, -0.017, -0.320, 0.681, -0.360, -0.386, -0.017, 0.024, 0.055, 0.075, 0.075, 0.063, -0.084, 0.022, -0.012, -0.043, 0.020, 0.067, -0.103, 0.005, -0.014, -0.068, 0.009, 0.034, -0.045, -0.002, 0.021, -0.053, -0.002, 0.002, -0.071, 0.023, 0.042, -0.045, 0.052, 0.038, -0.043, 0.034, 0.043, -0.066, 0.016, -0.012, -0.044, 0.041, 0.046, -0.050, 0.015, 0.046, -0.054, 0.028, 0.044, -0.053, 0.019, 0.051, -0.043, 0.088, 0.070, -0.062, -0.007, 0.034, -0.061, 0.032, 0.047, -0.072, 0.008, -0.022, -0.066, 0.038, 0.017, -0.087, -0.012, -0.013, -0.087, -0.016, 0.013, -0.074, 0.031, -0.011, -0.046, 0.034, 0.019, -0.060, 0.044, 0.047, -0.042, 0.039, 0.049]}

***

Entry 2:
{"formula": "CH3ClN2O2", "method": "ωB97M-V/def2-TZVPD", "de_lowest_ev": 3.9520, "charge": 0, "homo_lumo_gap_ev": 10.882, "symbols": ["C", "N", "N", "O", "O", "Cl", "H", "H", "H"], "positions_angstrom": [[0.0183, -0.1177, -0.0133], [3.0705, 0.5091, 0.0252], [2.6443, -0.6513, 0.0517], [1.3002, -0.8803, 0.1014], [3.1761, -1.7177, -0.0516], [4.7496, 0.6317, -0.0166], [-0.5388, 0.1875, 0.9644], [0.2989, 0.6177, -0.7730], [-0.7310, -0.7906, -0.4519]], "nbo_charge": [-0.269, -0.314, 0.564, -0.394, -0.378, 0.158, 0.211, 0.211, 0.211]}

***

Entry 3:
{"formula": "C6H12CaF24O6P4", "method": "ωB97M-V/def2-TZVPD", "charge": -1, "s_squared": 0.7542, "multiplicity": 2, "homo_lumo_gap_ev": [11.480, 2.875], "symbols": ["Ca", "P", "F", "F", "F", "F", "F", "F", "P", "F", "F", "F", "F", "F", "F", "P", "F", "F", "F", "F", "F", "F", "P", "F", "F", "F", "F", "F", "F", "C", "O", "C", "O", "O", "C", "H", "H", "H", "H", "H", "H", "C", "O", "C", "O", "O", "C", "H", "H", "H", "H", "H", "H"], "positions_angstrom": [[-0.1292, -0.5362, 0.3547], [2.4718, -1.5514, -1.1722], [1.4049, -0.3188, -1.4518], [1.2215, -2.3731, -0.6602], [2.2200, -1.9367, -2.8589], [3.5705, -2.7789, -0.8960], [3.7036, -0.4922, -1.4958], [2.5892, -1.0122, 0.3827], [-2.4306, 1.3270, 1.7425], [-3.1206, 1.0626, 3.2335], [-0.9592, 1.6739, 2.4049], [-1.9782, -0.2482, 1.8292], [-1.5712, 1.3990, 0.3506], [-3.7509, 0.7314, 0.9944], [-3.0078, 2.8658, 1.6173], [1.4430, -1.4504, 3.4704], [0.9170, -2.8502, 4.2367], [0.4417, -1.6567, 2.2697], [0.1967, -0.7135, 4.2250], [2.0463, -0.0004, 2.9397], [2.3841, -1.4363, 4.7835], [2.5413, -2.4210, 2.7607], [-2.0421, -3.9545, 0.4410], [-0.5403, -4.6309, 0.3587], [-2.3519, -4.1762, -1.1098], [-2.7587, -5.4493, 0.6477], [-3.5161, -3.2868, 0.6669], [-1.9123, -3.9338, 2.0374], [-1.4923, -2.4346, 0.3642], [2.8509, 3.0103, 2.1973], [2.3997, 3.5195, 0.9124], [1.6130, 2.6499, 0.1736], [1.1585, 1.6047, 0.6251], [1.3056, 3.1764, -1.0224], [2.1084, 4.1714, -1.6189], [3.1907, 1.9782, 2.2829], [2.0521, 3.0551, 2.9376], [3.5835, 3.7352, 2.5521], [1.6981, 4.4116, -2.5997], [3.1268, 3.7927, -1.7060], [2.2733, 5.0178, -0.9522], [-0.1271, 0.9302, -4.1242], [-1.4545, 0.7800, -3.8251], [-1.8343, 0.1619, -2.7375], [-1.1744, -0.2251, -1.7295], [-3.0860, -0.0110, -2.9557], [-3.8273, -0.9007, -2.1640], [-0.0305, 2.0069, -4.2636], [0.1711, 0.4756, -5.0689], [0.6303, 0.7122, -3.3713], [-3.3281, -1.8471, -1.9561], [-4.6712, -1.2248, -2.7731], [-4.2192, -0.3984, -1.2797]], "nbo_charge": [1.843, 2.581, -0.623, -0.586, -0.581, -0.558, -0.578, -0.614, 2.587, -0.574, -0.590, -0.627, -0.614, -0.580, -0.561, 2.561, -0.161, -0.572, -0.496, -0.537, -0.418, -0.496, 2.597, -0.566, -0.566, -0.576, -0.583, -0.529, -0.617, -0.270, -0.529, 1.036, -0.667, -0.493, -0.255, 0.221, 0.199, 0.190, 0.203, 0.188, 0.196, -0.275, -0.467, 1.040, -0.757, -0.466, -0.279, 0.173, 0.189, 0.232, 0.221, 0.188, 0.217]}

***

Entry 4:
{"formula": "C4H8S2", "method": "ωB97M-V/def2-TZVPD", "de_lowest_ev": 1.1986, "charge": 0, "homo_lumo_gap_ev": 9.518, "symbols": ["C", "C", "C", "C", "H", "H", "H", "H", "H", "H", "H", "H", "S", "S"], "positions_angstrom": [[-2.7674, -0.2697, 0.4908], [0.0360, 0.0174, 0.0038], [1.3385, -0.2826, -0.6408], [2.5138, 0.5164, -0.2541], [-2.8803, 0.7561, 0.1750], [-3.6169, -0.9027, 0.2539], [-2.4759, -0.2821, 1.5223], [0.1339, -0.0935, 1.0290], [-0.2751, 1.0682, -0.1702], [1.2654, -0.4194, -1.6740], [3.1905, 0.8886, -0.9924], [2.3878, 1.1468, 0.6195], [-1.4419, -0.9429, -0.5938], [2.5916, -1.2007, 0.2311]], "nbo_charge": [-0.714, -0.505, -0.330, -0.481, 0.210, 0.234, 0.215, 0.214, 0.208, 0.225, 0.226, 0.217, 0.146, 0.135]}

***

Entry 5:
{"formula": "C19H51BO11P2Si2", "method": "ωB97M-V/def2-TZVPD", "charge": 0, "homo_lumo_gap_ev": 9.819, "symbols": ["C", "C", "B", "O", "Si", "O", "C", "C", "O", "Si", "C", "C", "C", "H", "H", "H", "H", "H", "H", "H", "H", "H", "H", "H", "H", "H", "H", "H", "H", "H", "H", "H", "H", "H", "O", "P", "O", "C", "C", "O", "C", "C", "O", "C", "C", "H", "H", "H", "H", "H", "H", "H", "H", "H", "H", "H", "H", "H", "H", "H", "O", "P", "O", "C", "C", "O", "C", "C", "O", "C", "C", "H", "H", "H", "H", "H", "H", "H", "H", "H", "H", "H", "H", "H", "H", "H"], "positions_angstrom": [[-8.3176, 3.1034, 5.7479], [-8.4757, 1.8809, 4.7923], [-7.8844, 2.2091, 3.3726], [-8.2373, 3.3872, 2.7649], [-6.5772, 0.9353, 2.4867], [-6.3375, -0.3966, 3.4644], [-4.9023, 1.7817, 2.3279], [-4.4800, 2.4605, 3.6527], [-3.2402, 1.8988, 4.0930], [-2.1533, 3.0168, 4.6958], [-2.9512, 4.3261, 5.7726], [-1.3578, 3.8489, 3.2108], [-0.9266, 2.0737, 5.7519], [-7.8999, 3.9670, 5.2356], [-9.2759, 3.3543, 6.1947], [-7.6455, 2.8666, 6.5715], [-7.9245, 1.0361, 5.2008], [-9.5315, 1.6286, 4.6810], [-7.9182, 3.3719, 1.8562], [-7.0322, 0.5213, 1.1282], [-5.4435, -0.7349, 3.3451], [-4.9028, 2.5344, 1.5364], [-4.1125, 1.0695, 2.0804], [-4.3996, 3.5337, 3.4602], [-5.2056, 2.2842, 4.4521], [-3.7871, 3.9433, 6.3599], [-2.1996, 4.7400, 6.4445], [-3.3491, 5.1536, 5.1825], [-1.2014, 4.9167, 3.3488], [-2.0764, 3.7562, 2.3894], [-0.4629, 3.3248, 2.8807], [-1.0085, 2.4212, 6.7810], [0.0995, 2.1170, 5.3961], [-1.2299, 1.0245, 5.7724], [-0.1370, -0.4127, -3.4902], [-0.5301, -0.5764, -2.0860], [0.1483, -1.9032, -1.4864], [1.5808, -2.0118, -1.4865], [2.2660, -1.0082, -0.5815], [-2.0807, -1.0560, -2.1434], [-2.8537, -0.9246, -3.3372], [-2.9048, -2.2333, -4.1001], [-0.6872, 0.3617, -0.8261], [-1.5247, 0.0588, 0.3022], [-1.0560, -1.0645, 1.1980], [1.9469, -1.9130, -2.5115], [1.8043, -3.0256, -1.1579], [2.1035, 0.0146, -0.9309], [3.3403, -1.1947, -0.5629], [1.8867, -1.0624, 0.4379], [-2.4629, -0.1246, -3.9638], [-3.8585, -0.6289, -3.0300], [-1.9239, -2.7048, -4.1443], [-3.2657, -2.0799, -5.1178], [-3.5762, -2.9395, -3.6084], [-2.5493, -0.1143, -0.0208], [-1.5413, 0.9804, 0.8861], [-1.2064, -2.0415, 0.7416], [-1.6386, -1.0438, 2.1210], [-0.0021, -0.9661, 1.4512], [5.8528, -2.1811, -2.1101], [6.5369, -1.7686, -3.3544], [6.3322, -3.0865, -4.2977], [5.0025, -3.5042, -4.6206], [4.2415, -2.5114, -5.4804], [8.1116, -1.8534, -2.9988], [8.5695, -1.7790, -1.6443], [8.8438, -3.1613, -1.0876], [6.6807, -0.7117, -4.5301], [7.7505, -0.7120, -5.4973], [7.7424, -1.8254, -6.5193], [4.4542, -3.7017, -3.6955], [5.1068, -4.4532, -5.1459], [4.0715, -1.5721, -4.9485], [3.2705, -2.9217, -5.7590], [4.7896, -2.2712, -6.3894], [7.8523, -1.2447, -1.0230], [9.4864, -1.1881, -1.6543], [8.0501, -3.8594, -1.3495], [8.9416, -3.1336, -0.0019], [9.7712, -3.5639, -1.4984], [8.7117, -0.6655, -4.9898], [7.6351, 0.2385, -6.0184], [8.0509, -2.7769, -6.0925], [8.4537, -1.5772, -7.3092], [6.7602, -1.9569, -6.9673]], "lowdin_charge": [-0.104, -0.183, -0.502, 0.101, 0.602, -0.198, -0.243, -0.311, -0.230, 0.419, -0.164, -0.147, -0.152, 0.059, 0.066, 0.065, 0.078, 0.103, 0.087, -0.013, 0.049, 0.075, 0.066, 0.105, 0.108, 0.036, 0.033, 0.031, 0.030, 0.025, 0.028, 0.025, 0.027, 0.029, -0.211, 0.447, -0.193, -0.257, -0.069, -0.214, -0.279, -0.072, -0.178, -0.249, -0.062, 0.107, 0.120, 0.077, 0.074, 0.062, 0.105, 0.116, 0.077, 0.076, 0.073, 0.110, 0.112, 0.079, 0.079, 0.065, -0.214, 0.503, -0.220, -0.271, -0.075, -0.208, -0.275, -0.072, -0.196, -0.240, -0.070, 0.105, 0.118, 0.073, 0.082, 0.058, 0.105, 0.117, 0.077, 0.077, 0.074, 0.113, 0.120, 0.077, 0.084, 0.063]}

***

Entry 6:
{"formula": "C5H7NO", "method": "ωB97M-V/def2-TZVPD", "de_lowest_ev": 5.0597, "charge": 0, "homo_lumo_gap_ev": 9.324, "symbols": ["C", "C", "C", "C", "O", "C", "N", "H", "H", "H", "H", "H", "H", "H"], "positions_angstrom": [[-1.6068, 0.5539, -0.5384], [-1.2549, -0.6385, 0.3191], [1.2222, -0.0674, -0.2268], [2.3429, -0.0344, 0.6693], [2.1823, -1.0312, -0.3685], [0.6064, 0.7916, -1.0535], [-0.4429, 1.3347, -1.3841], [-2.0411, 1.3246, 0.1100], [-2.3477, -0.6854, 0.5015], [-2.3072, 0.2323, -1.3131], [-0.7831, -0.5118, 1.3023], [-0.9514, -1.5725, -0.1713], [3.1014, 0.7153, 0.4668], [2.2797, -0.4110, 1.6868]], "nbo_charge": [-0.236, -0.658, 0.094, -0.115, -0.445, 0.258, -0.382, 0.205, 0.238, 0.205, 0.224, 0.229, 0.193, 0.191]}

***

Entry 7:
{"formula": "C16H29F9NO2S", "method": "ωB97M-V/def2-TZVPD", "charge": 0, "s_squared": 0.7542, "multiplicity": 2, "homo_lumo_gap_ev": [8.243, 9.668], "symbols": ["C", "C", "C", "C", "C", "C", "C", "C", "C", "C", "F", "F", "C", "F", "F", "S", "F", "F", "F", "F", "F", "C", "C", "C", "C", "N", "O", "H", "H", "H", "H", "H", "H", "H", "H", "H", "H", "H", "H", "H", "H", "H", "H", "H", "H", "H", "H", "H", "H", "H", "H", "H", "C", "O", "H", "H", "H", "H"], "positions_angstrom": [[-1.7548, 1.5805, 2.0771], [-1.9720, 1.4306, 0.5617], [-2.2558, 2.8171, 0.0085], [-0.7656, 0.8286, -0.1694], [-0.4276, -0.6333, 0.1854], [0.7652, -0.7637, 1.1403], [2.1182, -0.2540, 0.6190], [3.0355, -1.3487, 0.0633], [2.8203, -1.7611, -1.3936], [3.1954, -0.7078, -2.4247], [4.0043, -1.2605, -3.3655], [3.8870, 0.3019, -1.8535], [1.9422, -0.1600, -3.1888], [1.4929, -1.1452, -3.9724], [0.9865, 0.1273, -2.2911], [2.1364, 1.4137, -4.2563], [1.9151, 0.6169, -5.6003], [0.5778, 1.6709, -4.1661], [2.3559, 2.2504, -2.9236], [3.6975, 1.1891, -4.3951], [2.2771, 2.7418, -5.0841], [-1.6388, -1.3461, 0.7974], [-2.9809, -0.9403, 0.1940], [-3.0452, -1.3469, -1.2806], [-4.1232, -1.5841, 0.9674], [-3.1564, 0.5457, 0.2943], [-4.0772, 1.0131, -0.4513], [-1.7874, 0.6443, 2.6237], [-2.5229, 2.2349, 2.4930], [-0.7820, 2.0441, 2.2589], [-1.4744, 3.4931, 0.3625], [-2.2616, 2.8262, -1.0803], [-3.2186, 3.1827, 0.3586], [0.0901, 1.4839, 0.0200], [-0.9727, 0.9111, -1.2390], [-0.1858, -1.1520, -0.7479], [0.8708, -1.8245, 1.3965], [0.5204, -0.2457, 2.0688], [1.9645, 0.5212, -0.1354], [2.6426, 0.2386, 1.4395], [2.8919, -2.2563, 0.6568], [4.0806, -1.0657, 0.1923], [1.7927, -2.0877, -1.5619], [3.4613, -2.6139, -1.6236], [-1.6563, -1.1739, 1.8731], [-1.5360, -2.4279, 0.6712], [-2.3856, -0.7407, -1.9013], [-2.7398, -2.3923, -1.3701], [-4.0581, -1.2472, -1.6638], [-4.0992, -1.2765, 2.0142], [-4.0477, -2.6723, 0.9156], [-5.0794, -1.2763, 0.5434], [1.4144, 0.5366, 5.4030], [1.7965, -0.2602, 4.2892], [0.7655, 1.3210, 5.0189], [0.8582, -0.0408, 6.1457], [2.2762, 1.0047, 5.8852], [2.3720, -0.9645, 4.6011]], "nbo_charge": [-0.622, 0.110, -0.608, -0.423, -0.210, -0.392, -0.419, -0.391, -0.465, 0.639, -0.326, -0.320, 0.468, -0.303, -0.314, 2.373, -0.453, -0.457, -0.460, -0.457, -0.441, -0.407, 0.100, -0.621, -0.607, 0.028, -0.415, 0.210, 0.218, 0.209, 0.206, 0.220, 0.232, 0.216, 0.221, 0.201, 0.194, 0.225, 0.205, 0.223, 0.207, 0.216, 0.224, 0.242, 0.205, 0.216, 0.213, 0.205, 0.232, 0.210, 0.207, 0.229, -0.247, -0.728, 0.184, 0.164, 0.165, 0.466]}